Here is a molecular structure, C32H24NO4P2S2W in a non-equilibrium geometry from OMol25. Energies are from ωB97M-V with the def2-TZVPD basis set.

Computed properties:
- Orbital gap: 0.2135 Ha
- Total charge: +3
- Relative energy (zero: lowest compared OMol25 entry of this formula, charge and spin): 1.755 eV
- HOMO level: -17.22 eV
- Total energy: -85302.8485 eV
- LUMO: -0.4193 Ha

Each line ends with the natural charge from an NBO analysis.
Positions of all 66 atoms, in Å:
W 0.32 1.44 1.15  1.3644
O -3.38 3.52 -0.09  -0.5759
C -2.34 3.09 0.53  0.8305
O -1.97 1.91 0.55  -0.6361
C -1.55 4.05 1.33  0.0725
C -1.87 5.35 1.66  -0.1310
C -1.09 6.00 2.62  -0.0872
C -0.06 5.31 3.25  -0.1388
C 0.19 4.01 2.85  0.1241
N -0.49 3.42 1.87  -0.4758
C 1.12 3.04 3.52  0.7467
O 1.80 3.22 4.47  -0.3854
O 1.02 1.80 2.90  -0.6825
H -3.87 2.82 -0.55  0.5401
H -2.73 5.83 1.21  0.2808
H -1.31 7.02 2.90  0.2779
H 0.52 5.75 4.05  0.2899
S 2.35 0.20 1.09  -0.0660
P 0.93 -1.30 0.91  1.4948
C -0.28 -0.16 0.27  -1.0442
P -0.15 0.55 -1.37  1.5207
S 0.61 2.48 -0.86  -0.0262
C -1.71 0.65 -2.22  -0.5196
C -1.71 1.24 -3.49  -0.0988
C -2.89 1.28 -4.21  -0.2052
C -4.05 0.73 -3.67  -0.1231
C -4.04 0.13 -2.41  -0.2135
C -2.86 0.09 -1.68  -0.1616
C 1.11 -0.24 -2.36  -0.4753
C 2.42 0.23 -2.45  -0.1752
C 3.31 -0.42 -3.27  -0.1850
C 2.91 -1.54 -3.99  -0.1434
C 1.60 -2.01 -3.90  -0.1357
C 0.69 -1.36 -3.08  -0.1867
C 0.37 -1.76 2.53  -0.4806
C -0.57 -0.96 3.19  -0.2073
C -0.82 -1.17 4.54  -0.1656
C -0.14 -2.17 5.22  -0.1246
C 0.78 -2.98 4.55  -0.1822
C 1.05 -2.77 3.21  -0.0935
C 1.49 -2.67 -0.07  -0.5003
C 0.56 -3.69 -0.32  -0.1181
C 0.98 -4.82 -0.99  -0.2043
C 2.32 -4.94 -1.37  -0.1281
C 3.23 -3.93 -1.11  -0.1933
C 2.82 -2.78 -0.46  -0.1537
H -0.80 1.64 -3.92  0.2303
H -2.91 1.74 -5.19  0.2583
H -4.97 0.76 -4.24  0.2570
H -4.94 -0.31 -2.01  0.2538
H -2.84 -0.37 -0.70  0.2387
H 2.73 1.12 -1.91  0.2313
H 4.32 -0.05 -3.37  0.2537
H 3.61 -2.04 -4.65  0.2539
H 1.29 -2.87 -4.48  0.2453
H -0.33 -1.70 -3.04  0.2390
H -1.21 -0.25 2.65  0.2079
H -1.57 -0.58 5.05  0.2441
H -0.33 -2.34 6.27  0.2560
H 1.30 -3.76 5.09  0.2571
H 1.78 -3.38 2.70  0.2343
H -0.47 -3.61 0.01  0.2260
H 0.29 -5.62 -1.19  0.2533
H 2.65 -5.84 -1.88  0.2539
H 4.26 -4.04 -1.40  0.2525
H 3.53 -1.99 -0.25  0.2356

Here is a molecular structure, C32H25Br4N2NaO4 from OMol25. Energies are from ωB97M-V with the def2-TZVPD basis set.

Computed properties:
- Orbital gap: 0.1771 Ha
- Total charge: -2
- Relative energy (zero: lowest compared OMol25 entry of this formula, charge and spin): 0.000 eV
- HOMO level: -0.96 eV
- Total energy: -329349.9879 eV
- LUMO: 0.1420 Ha

Each line ends with the natural charge from an NBO analysis.
Positions of all 68 atoms, in Å:
Na 0.85 1.41 -0.06  0.9151
C 3.50 -1.05 -2.59  -0.6406
C 2.65 -1.60 -1.48  0.0036
C 3.06 -1.49 -0.16  -0.2258
C 2.25 -1.93 0.89  -0.0010
C 2.70 -1.75 2.31  -0.6376
C 1.00 -2.46 0.59  -0.1961
C 0.56 -2.57 -0.72  -0.0356
C -0.84 -3.03 -1.02  -0.6255
C 1.41 -2.16 -1.74  -0.1922
H 3.34 0.03 -2.69  0.2581
H 3.27 -1.54 -3.55  0.1918
H 4.57 -1.18 -2.39  0.2124
H 4.00 -1.00 0.07  0.2140
H 2.62 -0.70 2.59  0.2480
H 3.74 -2.06 2.44  0.1972
H 2.08 -2.33 3.00  0.2035
H 0.34 -2.75 1.41  0.1942
H -1.52 -2.17 -1.05  0.2318
H -1.21 -3.71 -0.26  0.2029
H -0.90 -3.52 -1.99  0.1979
H 1.07 -2.24 -2.77  0.1857
C 0.04 0.42 -3.23  -0.2625
O -0.59 0.17 -1.97  -0.5053
C -1.90 0.44 -1.87  0.3131
C -2.74 0.60 -2.97  -0.2922
C -4.10 0.83 -2.79  -0.2109
C -4.64 0.90 -1.52  -0.2601
C -3.81 0.75 -0.41  -0.2333
C -2.45 0.52 -0.57  0.1259
N -1.53 0.42 0.51  -0.2501
N -2.09 0.03 1.57  -0.2138
C -1.38 -0.06 2.75  -0.0480
C -0.03 0.36 2.96  0.4064
O 0.76 0.82 2.10  -0.7173
C 0.46 0.23 4.33  -0.2646
C -0.26 -0.28 5.34  -0.1718
C -1.60 -0.74 5.13  -0.1563
C -2.36 -1.29 6.18  -0.1737
C -3.65 -1.72 5.99  -0.2820
C -4.20 -1.61 4.70  -0.2283
C -3.49 -1.08 3.66  -0.2300
C -2.16 -0.61 3.83  0.0751
H -0.26 1.39 -3.62  0.2178
H 1.10 0.45 -3.03  0.2206
H -0.20 -0.39 -3.92  0.1528
H -2.32 0.57 -3.97  0.2179
H -4.73 0.96 -3.66  0.1953
H -5.70 1.09 -1.38  0.1944
H -4.20 0.83 0.59  0.2218
H 1.48 0.58 4.49  0.2091
H 0.16 -0.36 6.34  0.1892
H -1.89 -1.37 7.16  0.1895
H -4.22 -2.15 6.80  0.1920
H -5.22 -1.95 4.52  0.1930
H -3.93 -1.00 2.68  0.2261
Br 2.56 5.49 -5.70  0.0035
C 2.68 4.33 -4.19  -0.1871
C 3.89 3.85 -3.77  -0.1696
Br 5.50 4.33 -4.67  0.0024
C 3.94 2.98 -2.66  -0.2826
Br 5.60 2.26 -2.04  -0.0161
C 2.81 2.57 -1.93  0.3591
O 2.84 1.75 -0.96  -0.8432
C 1.50 3.13 -2.36  0.2795
O 0.44 2.80 -1.73  -0.8263
C 1.51 3.96 -3.50  -0.2455
Br -0.21 4.57 -4.06  -0.0157

Here is a molecular structure, C32H25Cl5N8O7Ti from OMol25. Energies are from ωB97M-V with the def2-TZVPD basis set.

Computed properties:
- Orbital gap: 0.2224 Ha
- Total charge: +2
- Relative energy (zero: lowest compared OMol25 entry of this formula, charge and spin): 0.094 eV
- HOMO level: -13.18 eV
- Total energy: -145555.5085 eV
- LUMO: -0.2620 Ha

Each line ends with the Mulliken charge.
Positions of all 78 atoms, in Å:
Ti -0.03 -0.41 0.45  -0.4332
C -3.34 2.42 3.58  -0.6716
C -2.21 2.02 4.28  -0.9146
C -1.43 0.97 3.82  0.0084
C -1.80 0.30 2.65  -0.6726
C -2.95 0.68 1.97  -0.0289
C -3.71 1.74 2.43  -0.7881
N -0.95 -0.72 2.12  1.8956
C -0.58 -1.81 2.90  0.5307
C -1.29 -2.26 4.02  -0.8455
C -0.85 -3.39 4.67  -0.7466
C 0.30 -4.10 4.26  -0.7606
C 1.02 -3.66 3.19  -0.6593
C 0.57 -2.51 2.51  0.2280
N 1.21 -1.90 1.45  1.7888
N 2.26 -2.35 0.94  -1.2857
C 2.72 -1.50 -0.09  -0.0482
C 3.97 -1.74 -0.63  -0.6037
C 4.44 -0.84 -1.59  -0.3233
C 3.65 0.23 -1.96  -0.9330
C 2.40 0.39 -1.38  -0.2763
N 1.95 -0.47 -0.46  0.5490
H -3.95 3.24 3.94  0.4892
H -1.92 2.54 5.18  0.4741
H -0.54 0.67 4.35  0.4862
H -3.23 0.15 1.06  0.4370
H -4.61 2.03 1.89  0.4963
H -2.19 -1.75 4.34  0.4568
H -1.41 -3.75 5.53  0.4675
H 0.61 -4.98 4.81  0.4491
H 1.91 -4.16 2.85  0.5450
H 4.55 -2.58 -0.29  0.5927
H 5.41 -0.99 -2.03  0.4489
H 3.98 0.95 -2.70  0.4929
H 1.74 1.19 -1.67  0.4772
Cl -1.55 6.44 2.07  -0.1436
C -1.31 4.90 1.37  0.3658
C -0.27 4.09 1.83  0.1199
Cl 0.76 4.59 3.09  -0.1551
C -0.10 2.84 1.26  0.8025
Cl 1.14 1.74 1.79  -0.1856
C -0.94 2.37 0.25  -1.3207
O -0.79 1.12 -0.20  0.7014
C -1.96 3.19 -0.21  0.4181
Cl -3.02 2.56 -1.41  -0.1601
C -2.15 4.45 0.35  0.3091
Cl -3.43 5.43 -0.20  -0.1498
N -1.61 -1.16 -5.62  -0.1843
C -1.52 0.23 -5.06  -0.5806
C -0.12 0.48 -4.50  -0.7172
N -0.11 1.45 -3.42  -0.3044
H -2.53 -1.36 -6.02  0.4003
H -1.45 -1.82 -4.84  0.3287
H -0.91 -1.34 -6.34  0.3627
H -2.26 0.26 -4.26  0.3036
H -1.81 0.93 -5.85  0.4718
H 0.56 0.79 -5.29  0.5282
H 0.25 -0.46 -4.09  0.3224
H -0.76 1.18 -2.70  -0.2010
H -0.35 2.39 -3.73  0.2907
O -1.33 -1.85 -2.79  -0.6981
C -1.62 -1.98 -1.62  -0.0081
O -0.76 -1.72 -0.65  -0.4117
C -2.96 -2.44 -1.17  0.5727
C -3.29 -2.52 0.17  0.2364
C -4.57 -2.92 0.52  -0.2669
C -5.53 -3.25 -0.41  -0.7153
C -5.16 -3.16 -1.74  -0.2431
C -3.90 -2.77 -2.14  -0.8559
N -6.15 -3.49 -2.79  1.0695
O -7.23 -3.88 -2.43  -0.5778
O -5.78 -3.39 -3.95  -0.6218
N -4.92 -2.97 1.96  0.9306
O -6.01 -3.39 2.24  -0.5921
O -4.07 -2.58 2.74  -0.5221
H -2.58 -2.28 0.95  0.4829
H -6.52 -3.56 -0.12  0.6541
H -3.67 -2.71 -3.19  0.6220

Here is a molecular structure, C32H25F9GaN4O2SSb from OMol25. Energies are from ωB97M-V with the def2-TZVPD basis set.

Computed properties:
- Orbital gap: 0.2696 Ha
- Relative energy (zero: lowest compared OMol25 entry of this formula, charge and spin): 0.000 eV
- HOMO level: -7.67 eV
- Total energy: -137854.8641 eV
- LUMO: -0.0124 Ha

Each line ends with the Mulliken charge.
Positions of all 75 atoms, in Å:
Ga 0.01 1.91 -0.24  -0.1771
S -1.18 0.48 1.10  -0.6636
Sb -0.10 -1.55 0.80  1.5905
C -1.65 -2.92 1.14  0.4576
C -2.96 -2.58 0.82  -0.5990
C -3.97 -3.51 1.01  -0.6448
C -3.67 -4.77 1.52  -0.4962
C -2.36 -5.11 1.83  -0.6781
C -1.34 -4.18 1.64  -0.4921
C 1.37 -1.83 2.25  1.1123
C 2.40 -2.75 2.04  -0.3842
C 3.35 -2.93 3.03  -0.6563
C 3.28 -2.21 4.21  -0.5344
C 2.25 -1.29 4.41  -0.5615
C 1.29 -1.10 3.43  -0.8437
C 0.70 -2.06 -1.06  1.1155
C 2.03 -1.77 -1.34  -0.7278
C 2.56 -2.18 -2.56  -0.7466
C 1.77 -2.86 -3.47  -0.6749
C 0.44 -3.15 -3.18  -0.6319
C -0.10 -2.75 -1.97  -0.7751
H -3.19 -1.59 0.44  0.5049
H -4.99 -3.25 0.77  0.4248
H -4.46 -5.49 1.67  0.3777
H -2.13 -6.09 2.23  0.4060
H -0.32 -4.44 1.90  0.3833
H 2.47 -3.30 1.11  0.3955
H 4.15 -3.64 2.87  0.4179
H 4.03 -2.35 4.97  0.4087
H 2.20 -0.71 5.32  0.4672
H 0.52 -0.35 3.58  0.3272
H 2.64 -1.20 -0.65  0.5582
H 3.59 -1.94 -2.79  0.4418
H 2.19 -3.17 -4.42  0.3997
H -0.17 -3.67 -3.90  0.4402
H -1.14 -2.98 -1.74  0.4370
N -1.28 5.18 0.72  -0.2882
C -0.72 4.15 1.38  0.7132
O 0.19 3.48 0.75  -0.3738
C -1.07 3.87 2.70  0.5628
C -2.09 4.64 3.32  -0.4665
N -2.95 5.26 3.78  -0.5523
C -0.40 2.87 3.44  -0.0323
N 0.14 2.05 4.05  -0.5740
H -1.14 5.22 -0.28  0.2508
H -2.04 5.70 1.13  0.2377
F -3.51 0.66 -3.46  -0.3204
C -2.27 1.01 -3.11  0.1365
F -1.56 1.17 -4.22  -0.2717
F -1.73 -0.02 -2.43  0.0988
C -2.25 2.29 -2.23  1.3226
O -1.04 2.48 -1.66  -0.3266
C -3.43 2.20 -1.19  0.1775
F -4.58 2.66 -1.68  -0.2959
F -3.12 2.91 -0.10  -0.1243
F -3.65 0.94 -0.80  -0.2161
C -2.49 3.54 -3.13  0.4165
F -2.76 4.61 -2.35  -0.2448
F -1.40 3.83 -3.84  -0.2274
F -3.51 3.38 -3.98  -0.2639
C 1.46 1.15 -3.22  -0.9487
C 2.29 1.21 -1.98  0.6214
C 3.64 1.01 -1.86  -0.9779
C 3.96 1.07 -0.47  -1.4033
C 2.79 1.33 0.20  0.8917
C 2.60 1.64 1.65  -1.0143
N 1.75 1.41 -0.72  0.9207
H 2.11 1.02 -4.08  0.4730
H 0.88 2.06 -3.37  0.2014
H 0.76 0.31 -3.19  -0.0787
H 4.32 0.83 -2.67  0.6196
H 4.93 0.98 -0.01  0.5071
H 3.47 1.29 2.21  0.4336
H 1.72 1.17 2.09  -0.1519
H 2.49 2.71 1.82  0.1895